1.
Molecular formula: C15H14ClN2O2S2Sn
Method: DFT, ωB97M-V with the def2-TZVPD basis set

Calculated values
**LUMO energy**: -5.958 eV
**Relative energy (zero: lowest compared OMol25 entry of this formula, charge and spin)**: 4.83 kcal per mole
**Highest occupied orbital energy**: -11.79 eV
**Maximum force**: 1.28 eV/Å
**Net charge**: +1
**Gap between HOMO and LUMO**: 5.8 eV

```
37
Properties=species:S:1:pos:R:3:forces:R:3
Sn 0.328165 0.930712 -0.858502 0.5213 -0.0502 -0.6224
O 1.559868 -1.130759 -4.302543 -0.2113 0.0669 0.2190
C 1.449703 -0.705908 -3.179324 0.7745 -0.2619 -0.1808
O 0.347306 -0.332895 -2.595198 -0.6976 0.6506 0.7765
C 2.706440 -0.595048 -2.310661 -0.3031 0.0083 -0.1809
C 3.915633 -1.114645 -2.739113 0.0393 0.0309 0.0371
C 5.012925 -0.996744 -1.902392 -0.0027 0.0140 -0.0076
C 4.870534 -0.349225 -0.681177 -0.0344 0.0199 0.0201
C 3.632830 0.157072 -0.337902 -0.0031 -0.0273 -0.1113
N 2.570318 0.024490 -1.140094 -0.1436 0.0384 0.2587
H 3.962660 -1.589528 -3.708221 -0.0082 -0.0142 0.0063
H 5.974462 -1.396683 -2.195307 -0.0126 -0.0087 -0.0186
H 5.703145 -0.233286 -0.002139 0.0142 -0.0011 -0.0227
H 3.468084 0.681894 0.591923 0.0543 -0.0062 0.0347
C -0.251167 0.332022 4.215141 -0.2228 -0.0839 0.0144
C 0.197384 0.093962 2.804112 0.5299 1.1639 -0.0356
S 1.098212 1.249336 2.061615 -0.1691 -0.5667 0.2717
C -0.164884 -1.157556 2.135739 -0.1049 -0.5201 -1.0049
C -0.645923 -2.323413 2.940266 -0.0436 -0.1239 0.1470
S -0.118343 -1.362089 0.493811 -0.0512 -0.0073 0.5513
H -0.085015 1.368331 4.489909 0.0081 0.0041 -0.0088
H 0.330645 -0.294442 4.897097 -0.0332 -0.0395 -0.0155
H -1.305792 0.085220 4.352825 0.0151 -0.0454 0.0245
H -0.697271 -2.120689 4.004730 0.0178 0.0156 0.0070
H 0.015342 -3.177423 2.781763 0.0393 0.0427 -0.0220
H -1.629955 -2.636782 2.588287 0.0002 0.0343 0.0183
Cl -5.187132 0.470321 -3.519867 -0.0096 -0.0347 -0.0706
C -4.325557 1.044111 -2.151582 0.0256 0.0948 0.1697
C -4.980573 1.714003 -1.128744 0.0529 -0.0053 -0.0132
C -4.237386 2.163931 -0.048109 -0.0315 -0.0104 -0.0232
C -2.876821 1.922537 -0.027793 0.0549 0.0293 0.0153
N -2.253919 1.268741 -1.008497 -0.0318 -0.2980 -0.1339
C -2.956526 0.839155 -2.055611 -0.0110 -0.0813 -0.0850
H -6.047276 1.883507 -1.182160 0.0012 -0.0113 -0.0239
H -4.712082 2.696792 0.763543 0.0160 0.0057 0.0005
H -2.255312 2.272910 0.790617 -0.0128 -0.0125 0.0009
H -2.412721 0.318064 -2.836441 -0.0265 -0.0096 0.0080
```
Positions in Å, forces in eV/Å.

Atomic partial charges in e from the Mulliken method, atoms 1 to 4:
1. Sn 0.73
2. O -0.62
3. C 0.44
4. O -0.50

=====

2.
Molecular formula: C15H14F3MnN4S
Method: DFT, ωB97M-V with the def2-TZVPD basis set

Calculated values
**LUMO energy (spin up / spin down)**: -3.490 / -3.581 eV
**Expectation value of S²**: 8.764
**Highest occupied orbital energy (spin up / spin down)**: -10.43 / -10.57 eV
**Spin multiplicity**: 6
**Maximum force**: 4.20 eV/Å
**Net charge**: +1
**Gap between HOMO and LUMO (spin up / spin down)**: 6.9 / 7.0 eV

```
38
Properties=species:S:1:pos:R:3:forces:R:3
Mn -1.080816 -0.750875 0.760872 -0.6043 -0.2696 -0.5353
N -2.124972 -3.168906 -0.183494 1.0099 1.6665 -2.9812
N -2.588320 -3.816159 0.877554 -0.4883 -2.8280 3.0630
C -2.781618 -3.261176 2.075283 0.7608 0.4976 2.9653
N -2.981860 -4.188287 3.145473 1.8428 0.3566 -1.9124
S -2.514259 -1.551211 2.604451 -0.6837 -2.1643 -1.4048
H -2.966850 -2.974123 -0.760648 1.3551 0.0435 -0.3704
H -1.425534 -3.810755 -0.638352 -1.1140 1.3810 -0.0013
H -2.498719 -4.846826 0.726275 -0.9448 0.9996 1.2502
H -2.116072 -4.853162 2.975277 -2.6575 1.2444 1.7439
H -3.225369 -3.752454 4.096607 1.1692 -1.0532 -2.0741
C -1.144013 0.081971 -1.077093 0.8113 1.6443 -1.3485
C -0.835255 0.826566 -2.030788 -0.5262 -1.4479 1.3448
C -0.568663 1.399896 -3.329812 -1.1048 -2.1432 -0.6321
C -1.111068 0.631391 -4.437189 1.8836 2.5820 1.6347
C -0.843866 1.115502 -5.702101 -1.3172 -1.4768 -1.2284
C -0.093015 2.250989 -5.982099 -0.3924 0.0511 2.3389
C 0.452341 2.879298 -4.853337 0.2844 0.6171 -1.2445
C 0.232616 2.498669 -3.564061 -1.4311 -2.0828 -0.8991
H -1.646356 -0.253414 -4.183371 -0.4296 -0.4310 -0.2992
H -1.333709 0.519962 -6.491644 0.4731 0.6039 0.0219
H -0.080429 2.727417 -6.934973 0.3808 -0.1199 -0.6130
H 1.079290 3.731480 -4.935886 0.4190 0.7644 -0.5875
H 0.654654 2.952653 -2.749032 1.0651 1.4015 1.6766
F 3.571715 3.458658 3.249885 0.6052 1.1438 0.0005
C 3.583161 2.280789 3.817537 -1.9512 -1.0811 1.1454
F 4.736271 1.675835 3.676712 1.3040 0.0322 -0.0779
F 3.334580 2.398962 5.156893 0.2315 0.2122 -0.9037
C 2.535155 1.415865 3.156065 -0.4163 -1.5102 0.5394
C 1.882015 0.356578 3.841824 1.1686 1.5822 -0.2670
C 1.023310 -0.382616 3.108074 -2.3708 -0.7706 -1.7662
N 0.664565 -0.145393 1.792043 2.8095 0.4146 1.4391
C 1.465509 0.761671 1.153210 -3.2459 -1.6811 -1.0214
C 2.348354 1.541808 1.790795 1.4543 2.2773 0.8062
H 1.978946 0.165043 4.905324 0.2625 0.0955 -0.2034
H 0.449901 -1.188687 3.542715 -0.0025 -0.0052 0.2929
H 1.164918 0.857247 0.109645 0.4810 0.3529 0.0606
H 2.803462 2.415792 1.291362 -0.0910 -0.8994 0.0479
```
Positions in Å, forces in eV/Å.

Atomic partial charges in e from the Mulliken method, atoms 1 to 4:
1. Mn 0.28
2. N -0.54
3. N -0.16
4. C 0.60

=====

3.
Molecular formula: C15H14N2O3
Method: DFT, ωB97M-V with the def2-TZVPD basis set

Calculated values
**LUMO energy**: -1.125 eV
**Relative energy (zero: lowest compared OMol25 entry of this formula, charge and spin)**: 137.33 kcal per mole
**Highest occupied orbital energy**: -7.48 eV
**Maximum force**: 5.62 eV/Å
**Gap between HOMO and LUMO**: 6.4 eV

```
34
Properties=species:S:1:pos:R:3:forces:R:3
O -0.673680 -1.814721 3.343976 0.1556 0.4094 -0.0609
O -0.173969 -0.286924 -2.173239 0.7425 -0.1790 -3.1426
O -1.200048 1.069070 2.855202 -0.4131 0.7172 -0.4585
C -0.399508 -1.687559 2.165975 -1.2455 -0.3061 2.7011
C -0.562529 -0.519931 1.316229 -2.0541 4.4359 2.1238
C -0.281018 -0.865989 0.027289 0.7720 2.5585 -4.6679
C 1.015108 -4.861319 0.645401 0.0907 0.1984 -0.3367
C 1.187046 -4.354313 -0.650697 0.1072 -0.0141 -0.3046
C 0.415972 -4.069740 1.614184 0.2205 0.2920 0.4550
C 0.749358 -3.055269 -0.978133 0.0771 0.0315 -0.3744
C 0.062245 -2.760493 1.321820 0.8004 -0.6895 -1.3962
C 0.212568 -2.249696 0.031717 0.1658 -0.5267 -1.2430
N -0.997807 0.772758 1.662810 2.2535 -3.5577 0.2925
N -0.380717 0.076320 -1.032365 -0.3539 -3.5072 4.3775
C 1.069709 3.064200 -0.633500 0.9329 0.3034 -1.6127
C -0.145856 3.622637 -1.387980 0.0465 -0.4621 0.8314
C 0.682798 2.335228 0.640711 -0.5782 -0.5136 0.0987
C -1.111432 2.487518 -1.774172 -0.0189 -0.1097 0.4699
C -0.791307 1.821686 0.626817 -0.0278 -0.3556 -0.7210
C -1.186569 1.279699 -0.767122 -0.2875 1.6731 0.9105
H 1.393696 -5.850349 0.917726 -0.2481 0.3151 -0.2180
H 1.694087 -4.998864 -1.402488 -0.5424 0.6956 0.5121
H 0.311150 -4.432379 2.625039 -0.0970 -0.0189 0.1337
H 0.821767 -2.635314 -1.990066 0.1180 -0.3832 0.4886
H 1.804945 3.879734 -0.379794 -0.6919 -0.8138 -0.3684
H 1.571597 2.373886 -1.372235 -0.2138 0.5104 0.9067
H -0.650995 4.289652 -0.706146 -0.3029 0.5119 0.1608
H 0.129592 4.199989 -2.271214 0.0703 -0.1069 0.0710
H 1.367164 1.481911 0.758520 -0.2434 0.3366 0.4489
H 0.723328 3.042556 1.463533 0.3513 -0.2727 0.3521
H -0.846682 2.160965 -2.751750 0.2505 -0.7681 -0.7251
H -2.116633 2.913803 -1.891145 0.1139 -0.2931 0.2446
H -1.464621 2.634034 0.880416 -0.1102 0.0083 0.1091
H -2.228758 0.937213 -0.735321 0.1602 -0.1194 -0.0578
```
Positions in Å, forces in eV/Å.

Atomic partial charges in e from the Mulliken method, atoms 1 to 4:
1. O -0.61
2. O -0.80
3. O -0.66
4. C -0.59

=====

4.
Molecular formula: C15H14N2O5Ti
Method: DFT, ωB97M-V with the def2-TZVPD basis set

Calculated values
**LUMO energy (spin up / spin down)**: -3.253 / -3.254 eV
**Relative energy (zero: lowest compared OMol25 entry of this formula, charge and spin)**: 0.00 kcal per mole
**Expectation value of S²**: 0.752
**Highest occupied orbital energy (spin up / spin down)**: -11.92 / -12.68 eV
**Spin multiplicity**: 2
**Maximum force**: 0.91 eV/Å
**Net charge**: +1
**Gap between HOMO and LUMO (spin up / spin down)**: 8.7 / 9.4 eV

```
37
Properties=species:S:1:pos:R:3:forces:R:3
Ti -0.214464 0.594041 0.798577 -0.4757 -0.6478 -0.4356
O 1.195942 1.665565 4.078111 -0.0199 0.0174 0.0166
C 1.238030 1.114469 3.026747 0.1358 0.0162 0.0928
O 0.229468 0.335136 2.541983 0.1809 0.0207 0.5054
C 2.447068 1.150579 2.083559 0.0760 -0.0132 0.0714
C 2.605993 -0.210507 1.386537 0.0475 0.0071 0.0082
C 3.980971 -0.374442 0.763733 -0.0077 0.0185 -0.0086
C 3.909082 0.587757 -0.444232 -0.0064 -0.0101 0.0197
C 2.499816 1.143005 -0.330861 0.0477 0.0160 0.0143
O 1.733616 -0.010065 0.203673 0.1060 -0.0135 -0.0116
C 2.362551 2.130094 0.838789 0.0473 0.0695 -0.0485
C 1.072013 2.947416 0.687989 0.1168 0.0945 -0.0366
O 0.951735 4.075932 1.040477 -0.0080 0.0331 0.0092
O 0.083675 2.240640 0.068623 0.1541 0.5000 -0.0949
H 3.305516 1.407124 2.699325 0.0078 0.0136 -0.0200
H 2.238105 -1.060724 1.950963 -0.0060 0.0035 0.0039
H 4.138032 -1.402607 0.446305 -0.0072 -0.0021 -0.0006
H 4.762647 -0.115704 1.475233 0.0016 -0.0037 0.0009
H 4.040626 0.058772 -1.385121 -0.0102 -0.0023 -0.0010
H 4.644536 1.388713 -0.400047 0.0020 -0.0007 -0.0064
H 2.041457 1.464877 -1.259487 -0.0035 0.0049 0.0022
H 3.176654 2.849663 0.877454 0.0095 -0.0139 0.0248
N -4.221425 0.408493 -0.453481 -0.0136 -0.0311 0.0579
C -2.981448 0.897077 -0.400634 0.0111 0.0435 -0.0248
N -2.188800 0.156852 0.358138 -0.3692 -0.1461 -0.0943
C -2.986565 -0.888810 0.846003 -0.0320 -0.0139 0.0223
C -2.676206 -1.939568 1.706351 0.0057 0.0327 -0.0236
C -3.695151 -2.814808 2.013929 -0.0148 -0.0185 0.0041
C -4.988867 -2.655261 1.489530 0.0074 -0.0007 0.0091
C -5.306686 -1.612446 0.645602 0.0129 -0.0056 -0.0205
C -4.273249 -0.735096 0.338171 0.0154 0.0205 -0.0354
H -4.984521 0.821014 -0.965710 0.0021 0.0054 0.0003
H -2.672448 1.794451 -0.914815 -0.0127 -0.0009 -0.0053
H -1.687283 -2.059728 2.130895 0.0022 0.0005 0.0002
H -3.499784 -3.643367 2.680275 0.0025 0.0009 0.0001
H -5.755113 -3.367880 1.761007 -0.0034 0.0038 0.0009
H -6.303822 -1.487357 0.247109 -0.0019 0.0017 0.0034
```
Positions in Å, forces in eV/Å.

Atomic partial charges in e from the Mulliken method, atoms 1 to 4:
1. Ti 1.66
2. O -0.51
3. C -0.01
4. O -0.58

=====

Question: What is the maximum force in the third record?
Answer: 5.62 eV/Å

=====

Question: The lowest maximum force belongs to which entry?
Answer: C15H14N2O5Ti

=====

Question: The lowest maximum force belongs to which entry?
Answer: C15H14N2O5Ti

=====

Question: Number 2 is which compound?
Answer: C15H14F3MnN4S